No. 1
{
  "formula": "C19H20F9O2V",
  "method": "ωB97M-V/def2-TZVPD",
  "gap_ev": [2.539, 2.812],
  "e_lumo_ev": [4.93, 4.92],
  "multiplicity": 3,
  "total_charge": -2,
  "species": ["V", "F", "F", "F", "F", "F", "F", "F", "F", "F", "O", "O", "C", "C", "C", "C", "C", "C", "C", "C", "C", "C", "C", "C", "C", "C", "C", "C", "C", "C", "C", "H", "H", "H", "H", "H", "H", "H", "H", "H", "H", "H", "H", "H", "H", "H", "H", "H", "H", "H", "H"],
  "positions_angstrom": [[0.103, -0.027, 0.237], [0.116, -2.724, 3.454], [-2.225, -1.343, 3.106], [-2.195, 0.652, 4.005], [1.847, 0.897, 4.292], [-1.584, -1.102, 5.193], [0.999, -1.666, 5.183], [0.131, 2.053, 3.596], [1.961, -1.588, 3.200], [0.020, 0.971, 5.510], [-0.011, -0.172, 2.120], [0.334, -2.119, -0.083], [-0.277, -0.696, -4.675], [1.710, 1.850, 0.675], [0.547, 0.632, -4.535], [2.039, 0.355, -1.043], [2.229, 0.672, 1.226], [-1.544, -0.542, 3.962], [0.490, 0.912, 4.243], [-1.996, 0.354, -0.703], [-0.963, 2.287, 0.035], [-1.201, 1.493, -1.116], [-2.193, 0.501, 0.718], [1.621, 1.679, -0.731], [0.194, -1.683, -3.793], [0.477, -2.487, -1.316], [2.418, -0.287, 0.185], [-1.857, -0.567, -4.388], [-0.069, -0.339, 3.449], [-1.566, 1.692, 1.142], [0.770, -1.611, 3.849], [1.451, 2.470, -1.466], [0.103, 1.180, -3.628], [-1.091, 1.824, -2.147], [-2.490, -0.368, -1.325], [2.195, -0.046, -2.040], [-2.032, 0.321, -3.666], [-2.009, -1.530, -3.805], [1.275, -1.865, -3.853], [2.544, 0.520, 2.262], [-0.564, 3.323, 0.042], [1.457, -2.563, -1.856], [-0.378, -2.640, -3.845], [-0.261, -3.148, -1.831], [-1.657, 2.140, 2.134], [2.767, -1.298, 0.341], [0.605, 1.298, -5.406], [1.551, 0.206, -4.242], [-2.818, -0.142, 1.334], [-2.531, -0.504, -5.252], [1.556, 2.775, 1.247]],
  "lowdin_charge": [0.89, 0.16, 0.14, 0.13, 0.13, 0.14, 0.13, 0.13, 0.15, 0.14, -0.22, -0.35, -0.44, -0.19, -0.15, -0.17, -0.17, -0.49, -0.48, -0.16, -0.21, -0.18, -0.18, -0.20, -0.17, -0.32, -0.17, -0.14, -0.28, -0.17, -0.50, 0.10, 0.05, 0.08, 0.09, 0.09, 0.05, 0.05, 0.02, 0.09, 0.11, -0.02, 0.02, -0.02, 0.10, 0.10, 0.03, 0.05, 0.09, 0.02, 0.10]
}

***

No. 2
{
  "formula": "C30H56N8O7S",
  "method": "ωB97M-V/def2-TZVPD",
  "gap_ev": 9.233,
  "e_lumo_ev": 0.28,
  "total_charge": 0,
  "species": ["S", "O", "O", "O", "O", "O", "O", "O", "N", "N", "N", "N", "N", "N", "N", "N", "C", "C", "C", "C", "C", "C", "C", "C", "C", "C", "C", "C", "C", "C", "C", "C", "C", "C", "C", "C", "C", "C", "C", "C", "C", "C", "C", "C", "C", "C", "H", "H", "H", "H", "H", "H", "H", "H", "H", "H", "H", "H", "H", "H", "H", "H", "H", "H", "H", "H", "H", "H", "H", "H", "H", "H", "H", "H", "H", "H", "H", "H", "H", "H", "H", "H", "H", "H", "H", "H", "H", "H", "H", "H", "H", "H", "H", "H", "H", "H", "H", "H", "H", "H", "H", "H"],
  "positions_angstrom": [[0.144, -4.616, -0.837], [-1.801, 1.904, -1.503], [-6.550, 0.613, -3.011], [4.965, -2.459, 3.220], [-2.387, 0.536, 0.047], [8.969, -4.199, -1.288], [-4.019, 1.959, -0.869], [2.355, -2.989, -0.619], [4.484, -4.561, 2.525], [5.841, -4.210, 4.366], [-1.127, 3.008, 0.912], [7.339, -3.811, -2.821], [-0.896, -0.123, 2.391], [2.010, -3.879, -2.606], [3.154, -3.092, -2.672], [6.804, -4.496, -0.682], [3.130, 1.838, 1.003], [-2.411, 2.864, 0.615], [-0.316, 1.088, -3.922], [-2.708, 1.793, -0.459], [-1.126, -3.411, -1.334], [7.788, -4.171, -1.578], [-1.975, 3.027, -2.347], [-0.635, 3.431, -2.961], [2.244, 0.359, 2.833], [-5.997, 0.926, -1.728], [-0.822, 3.883, 1.867], [-4.489, 1.032, -1.842], [-3.494, -1.411, 1.039], [-1.786, 4.629, 2.534], [3.311, -2.586, -1.491], [1.040, 1.805, -1.858], [0.330, 2.259, -3.156], [-2.284, 0.320, 2.468], [2.368, 0.546, 1.307], [-2.952, -2.159, -0.172], [-3.129, 4.492, 2.203], [0.008, 4.615, -2.220], [-6.461, -0.107, -0.717], [5.089, -3.660, 3.363], [-3.090, 0.088, 1.185], [-0.177, 0.244, 3.640], [-1.439, -2.352, -0.243], [1.582, -3.783, -1.381], [-3.450, 3.576, 1.204], [1.031, 1.132, 3.375], [-6.357, 0.297, 0.291], [-4.015, 0.636, 1.366], [-1.999, -4.032, -1.519], [-3.153, -1.948, 1.923], [0.214, 4.008, 2.139], [2.649, 2.649, 1.544], [4.147, 1.758, 1.380], [-1.482, 5.312, 3.313], [1.315, 1.546, 4.345], [2.835, -0.314, 0.846], [-0.520, 0.264, -3.248], [4.095, -1.930, -1.166], [8.031, -3.565, -3.503], [0.954, 0.734, -1.720], [-3.892, 5.061, 2.710], [-4.480, 3.423, 0.933], [5.825, -4.483, -0.898], [6.298, -3.576, 4.994], [-6.398, 1.899, -1.464], [-0.875, 3.790, -3.963], [-0.838, 0.759, 4.338], [1.111, 2.636, -3.816], [0.777, 1.968, 2.728], [-7.502, -0.365, -0.862], [-2.848, -0.174, 3.270], [0.350, 0.739, -4.707], [4.565, -5.556, 2.618], [-4.576, -1.477, 1.071], [2.138, -0.698, 3.069], [-3.988, 0.070, -1.785], [-0.846, -2.960, -2.280], [-5.997, -0.056, -3.422], [3.923, -4.183, 1.784], [1.083, 4.631, -2.369], [-2.656, 2.764, -3.157], [-3.390, -3.159, -0.140], [-2.283, 1.379, 2.715], [0.167, -0.658, 4.143], [6.369, -3.784, -3.076], [-1.230, 1.400, -4.421], [-0.375, 5.535, -2.654], [-5.830, -0.992, -0.753], [5.955, -5.196, 4.498], [-4.293, 1.436, -2.836], [3.161, 0.697, 3.308], [-3.274, -1.726, -1.116], [-1.033, -2.740, 0.683], [3.111, 2.057, -0.061], [-0.254, 4.608, -1.166], [-0.965, -1.423, -0.540], [-0.930, -1.136, 2.419], [0.630, 2.328, -1.001], [7.094, -4.765, 0.239], [-2.423, 3.884, -1.842], [1.349, 0.660, 0.943], [2.092, 2.076, -1.905]],
  "lowdin_charge": [0.97, -0.02, -0.03, 0.03, 0.01, 0.03, -0.02, 0.03, 0.15, 0.15, 0.17, 0.15, -0.01, 0.05, 0.05, 0.15, -0.10, -0.18, -0.05, -0.52, -0.45, -0.69, -0.15, -0.32, -0.20, -0.38, -0.13, -0.12, -0.11, -0.06, -0.19, -0.06, -0.37, -0.18, -0.25, -0.20, -0.04, -0.05, -0.03, -0.69, -0.28, -0.21, -0.24, -0.71, 0.01, -0.20, 0.08, 0.14, 0.06, 0.11, 0.10, 0.07, 0.07, 0.10, 0.11, 0.08, 0.06, 0.13, 0.10, 0.07, 0.11, 0.12, 0.07, 0.10, 0.15, 0.13, 0.11, 0.12, 0.07, 0.08, 0.13, 0.07, 0.09, 0.09, 0.10, 0.12, 0.08, 0.09, 0.09, 0.08, 0.11, 0.11, 0.10, 0.11, 0.08, 0.07, 0.08, 0.07, 0.09, 0.13, 0.10, 0.10, 0.09, 0.04, 0.06, 0.11, 0.09, 0.06, 0.09, 0.14, 0.08, 0.06]
}

***

No. 3
{
  "formula": "C32H70Br3F3N4O12P",
  "method": "ωB97M-V/def2-TZVPD",
  "gap_ev": 5.809,
  "e_lumo_ev": -4.38,
  "total_charge": 1,
  "species": ["Br", "Br", "Br", "P", "F", "F", "F", "O", "O", "O", "O", "O", "O", "O", "O", "O", "O", "O", "O", "N", "N", "N", "N", "C", "C", "C", "C", "C", "C", "C", "C", "C", "C", "C", "C", "C", "C", "C", "C", "C", "C", "C", "C", "C", "C", "C", "C", "C", "C", "C", "C", "C", "C", "C", "C", "H", "H", "H", "H", "H", "H", "H", "H", "H", "H", "H", "H", "H", "H", "H", "H", "H", "H", "H", "H", "H", "H", "H", "H", "H", "H", "H", "H", "H", "H", "H", "H", "H", "H", "H", "H", "H", "H", "H", "H", "H", "H", "H", "H", "H", "H", "H", "H", "H", "H", "H", "H", "H", "H", "H", "H", "H", "H", "H", "H", "H", "H", "H", "H", "H", "H", "H", "H", "H", "H"],
  "positions_angstrom": [[-4.318, 2.073, -2.498], [-2.335, -5.044, -5.822], [-5.985, -1.302, -2.029], [-0.694, 1.442, -4.552], [-3.372, -0.688, -2.554], [-4.243, 1.031, -5.019], [-6.269, 0.815, -3.928], [4.497, -1.246, -0.383], [5.623, 0.986, -2.253], [-9.483, -3.717, 1.589], [3.164, -3.302, 7.506], [2.926, -2.495, 4.565], [2.691, 0.130, -2.406], [5.797, 6.454, 1.694], [-8.639, -0.821, 2.097], [0.406, -3.359, 6.037], [-8.817, -2.896, 4.442], [5.186, 5.670, -1.183], [5.918, 8.581, -0.592], [-1.528, -1.156, -4.714], [-0.435, -2.895, -6.210], [0.574, 2.403, -4.614], [-2.463, -3.338, -5.006], [4.322, 6.769, -0.890], [-4.888, 0.697, -3.831], [-1.508, -2.477, -5.295], [-9.760, -1.257, 1.335], [2.856, -1.669, 5.728], [-0.236, -0.392, -6.711], [-8.311, -4.037, 3.763], [-4.554, -0.766, -3.302], [-4.526, -1.876, -4.449], [-8.226, -3.792, 2.261], [3.459, -1.061, -2.571], [3.711, -2.137, 6.900], [4.490, 1.848, -2.275], [6.353, 5.350, 0.994], [6.390, 1.036, -3.438], [-3.598, -3.106, -4.072], [-0.274, -1.878, -7.284], [4.067, -1.362, 0.962], [-10.304, -2.581, 1.858], [4.820, 8.126, -1.373], [3.638, -1.894, -1.307], [6.441, 5.630, -0.502], [2.361, -3.802, 4.661], [-7.614, -0.255, 1.310], [6.929, 9.208, -1.356], [0.841, -3.842, 4.774], [-0.320, -0.350, -5.105], [4.899, 6.075, 2.719], [3.278, 1.182, -1.635], [4.142, -4.249, 7.885], [-0.751, -2.549, 5.961], [-9.722, -3.217, 5.483], [4.870, -4.414, 7.084], [5.453, 5.724, 3.594], [-6.711, -0.206, 1.919], [0.404, -3.261, 3.953], [3.736, -1.352, 7.664], [2.840, -4.374, 5.455], [4.732, -2.317, 6.551], [2.655, -2.095, -0.865], [-1.152, -2.028, -7.993], [4.597, -0.614, 1.552], [-9.497, -1.369, 0.278], [3.240, -0.695, 5.411], [0.636, 0.206, -7.099], [5.753, 0.979, -4.328], [7.024, 6.526, -0.710], [6.620, 10.220, -1.640], [4.017, 8.863, -1.269], [-1.800, 1.856, -5.372], [-1.250, 1.299, -3.223], [-7.888, 0.759, 0.998], [2.896, -1.670, -3.287], [-7.609, -2.924, 2.028], [-3.187, -3.091, -3.023], [-4.251, -4.033, -4.135], [0.622, -0.738, -4.626], [1.371, 1.858, -4.960], [0.504, -4.880, 4.686], [5.766, 4.438, 1.156], [-11.245, -2.777, 1.336], [4.064, 6.790, 0.169], [7.363, 5.188, 1.386], [-8.933, -4.920, 3.949], [-4.270, -1.402, -5.442], [4.305, -2.356, 1.349], [4.414, -0.844, -3.049], [-10.553, -2.522, 2.917], [-0.840, -1.998, 6.898], [4.751, 2.747, -1.707], [-10.534, -0.488, 1.424], [0.652, -2.049, -7.903], [-1.176, 0.132, -7.081], [-5.598, -2.241, -4.539], [6.990, 4.802, -0.958], [2.497, 1.942, -1.544], [0.428, -3.015, -5.657], [-7.714, -4.652, 1.819], [-7.397, -0.876, 0.433], [4.207, 5.298, 2.377], [-9.175, -3.570, 6.361], [7.825, 9.273, -0.737], [3.392, 6.552, -1.424], [1.822, -1.503, 6.027], [-10.271, -2.312, 5.745], [-7.306, -4.230, 4.151], [2.633, -4.301, 3.726], [6.995, 1.949, -3.463], [4.313, 6.952, 2.997], [-10.447, -3.972, 5.163], [-2.313, -0.662, -5.181], [4.103, -2.850, -1.571], [3.493, 0.848, -0.621], [-0.677, -1.822, 5.146], [-1.639, -3.173, 5.828], [5.093, 8.052, -2.430], [4.239, 2.142, -3.299], [4.651, -3.927, 8.799], [2.993, -1.169, 1.057], [3.636, -5.195, 8.078], [7.177, 8.622, -2.247], [7.054, 0.172, -3.445]],
  "lowdin_charge": [0.80, 0.91, 0.86, 0.75, -0.10, -0.02, -0.03, -0.20, -0.20, -0.12, -0.20, -0.13, -0.15, -0.20, -0.20, -0.20, -0.20, -0.14, -0.20, 0.06, -0.02, -0.30, -0.39, -0.18, -0.79, -0.31, -0.19, -0.17, -0.15, -0.19, -0.74, -0.14, -0.18, -0.18, -0.19, -0.18, -0.19, -0.11, -0.17, -0.16, -0.10, -0.17, -0.19, -0.20, -0.17, -0.17, -0.12, -0.11, -0.19, -0.39, -0.11, -0.17, -0.11, -0.11, -0.11, 0.09, 0.09, 0.09, 0.12, 0.13, 0.11, 0.12, 0.12, 0.13, 0.09, 0.12, 0.13, 0.12, 0.08, 0.11, 0.09, 0.13, 0.01, 0.00, 0.09, 0.11, 0.11, 0.15, 0.12, 0.13, -0.04, 0.13, 0.12, 0.13, 0.11, 0.13, 0.12, 0.13, 0.09, 0.11, 0.11, 0.09, 0.12, 0.13, 0.14, 0.11, 0.12, 0.12, 0.13, 0.15, 0.12, 0.02, 0.08, 0.09, 0.09, 0.13, 0.11, 0.09, 0.13, 0.12, 0.09, 0.09, 0.09, 0.10, 0.13, 0.11, 0.08, 0.09, 0.12, 0.12, 0.09, 0.09, 0.09, 0.09, 0.09]
}

***

Max |F|, respectively: 4.351, 1.479, 2.987 eV/A.
DFT total energy, respectively: -2729.0740, -2539.6375, -10745.5118 hartree.